Entry 1:
{
  "formula": "CH4NO3",
  "method": "wB97M-V/def2-TZVPD",
  "elements": ["C", "N", "O", "O", "O", "H", "H", "H", "H"],
  "coordinates": [[0.55089, -0.17811, 0.59055], [0.25844, 0.33383, -0.62317], [0.66990, 0.90589, -1.54311], [-1.50111, -0.05842, -2.41749], [-1.49220, -0.19671, -1.14128], [1.55711, 0.06873, 1.09948], [0.60265, -1.31668, 0.51992], [-0.18435, -0.09908, 1.45431], [-2.12011, 0.65720, -2.68713]],
  "total_energy_ev": -8718.46063,
  "total_charge": 1,
  "spin_multiplicity": 1,
  "e_homo_ev": [-15.930, -15.931]
}

=====

Entry 2:
{
  "formula": "C4H15N3O",
  "method": "wB97M-V/def2-TZVPD",
  "elements": ["C", "N", "C", "C", "N", "C", "N", "H", "H", "H", "H", "H", "H", "H", "H", "H", "H", "H", "H", "H", "O", "H", "H"],
  "coordinates": [[-0.91433, 1.14942, -2.36498], [-0.07778, 0.82913, -1.16572], [-0.20665, 1.76004, 0.01772], [-0.15314, 0.94483, 1.32697], [-1.01603, -0.24883, 1.53578], [-0.24446, -1.48127, 1.58763], [0.06498, -1.93033, 0.18982], [-0.83229, 2.22256, -2.51206], [-0.62187, 0.60030, -3.28901], [-1.89200, 0.67414, -2.23856], [-0.49586, -0.01299, -0.75853], [-1.13298, 2.39727, 0.01457], [0.70448, 2.38869, -0.07046], [0.91479, 0.60631, 1.29980], [-0.39039, 1.47863, 2.28743], [-1.81582, -0.16743, 0.92371], [0.74059, -1.34597, 2.06916], [-0.83360, -2.26504, 2.17297], [0.86599, -2.55103, 0.18632], [-0.73759, -2.42646, -0.11675], [2.80904, -0.92126, 0.05454], [3.20414, -1.27260, -0.74513], [2.06079, -0.42812, -0.40520]],
  "smiles": "CNCCNCN.O",
  "total_energy_ev": -10907.48305,
  "total_charge": 0,
  "spin_multiplicity": 1,
  "e_homo_ev": -8.852
}

=====

Entry 3:
{
  "formula": "C2H4NP",
  "method": "wB97M-V/def2-TZVPD",
  "elements": ["C", "C", "N", "P", "H", "H", "H", "H"],
  "coordinates": [[-0.52582, 0.89162, 0.11065], [0.04573, -0.40587, -0.69758], [0.82042, -1.04984, 0.33979], [1.40850, 0.49262, 0.02953], [-0.99871, 1.81411, -0.28645], [-0.94336, 0.53636, 1.01628], [-0.20209, -0.87881, -1.74753], [0.39533, -1.40018, 1.23531]],
  "smiles": "C1[C@@H]2NP12",
  "total_energy_ev": -12914.89072,
  "total_charge": 0,
  "spin_multiplicity": 1,
  "e_homo_ev": -8.851
}

=====

Entry 4:
{
  "formula": "C3H5NO",
  "method": "wB97M-V/def2-TZVPD",
  "elements": ["O", "C", "C", "C", "N", "H", "H", "H", "H", "H"],
  "coordinates": [[2.27142, 0.38126, 0.15629], [1.10088, 0.17469, -0.03328], [-0.20137, 0.93009, 0.24141], [-0.88386, -0.44455, 0.02487], [0.42894, -0.92402, -0.48310], [-0.23985, 1.39187, 1.23051], [-0.43400, 1.66286, -0.53414], [-1.28024, -0.83060, 0.98427], [-1.61558, -0.55916, -0.76474], [0.85368, -1.78242, -0.82209]],
  "smiles": "O=C1CCN1",
  "total_energy_ev": -6729.06477,
  "total_charge": 0,
  "spin_multiplicity": 1,
  "e_homo_ev": -9.799
}

=====

Entry 5:
{
  "formula": "C4H7N2OP",
  "method": "wB97M-V/def2-TZVPD",
  "elements": ["C", "C", "C", "C", "N", "N", "O", "P", "H", "H", "H", "H", "H", "H", "H"],
  "coordinates": [[0.08257, 2.34311, -0.01025], [1.27194, 1.52447, 0.30528], [-1.53341, 0.69336, -0.44130], [-2.27538, -0.56223, -0.37977], [-1.05547, 1.74692, -0.08409], [1.20903, 0.25365, 0.18476], [-2.29105, -1.15785, 0.95401], [2.44681, -0.84152, 0.28000], [0.11524, 3.42942, 0.03395], [2.13316, 2.17256, 0.53683], [-3.32054, -0.40783, -0.64436], [-1.76567, -1.37402, -0.88573], [-1.45105, -1.67719, 1.03681], [3.73748, -0.16710, 0.29105], [2.60629, -1.18805, -1.03210]],
  "total_energy_ev": -18573.65429,
  "total_charge": 0,
  "spin_multiplicity": 1,
  "e_homo_ev": -7.482
}

=====

Entry 6:
{
  "formula": "C2H10O4",
  "method": "wB97M-V/def2-TZVPD",
  "elements": ["O", "C", "C", "H", "H", "H", "H", "H", "H", "O", "H", "H", "O", "H", "H", "O"],
  "coordinates": [[1.46178, -0.77868, -0.39219], [1.61175, 0.24430, 0.48875], [1.97879, 1.51831, 0.10277], [1.70871, -0.17176, 1.48614], [0.71791, 1.06989, 0.41588], [2.48948, 2.12308, 0.85356], [1.75358, 1.95653, -0.85749], [-1.15459, -0.72903, 2.46964], [-1.48371, -0.77965, 0.90304], [-0.72498, -0.62687, 1.61838], [-1.01549, -1.12991, -2.64803], [0.70053, -0.55763, -0.99589], [-0.82632, -0.44581, -2.00891], [-1.47943, -0.60967, -1.20616], [-3.27613, -0.29064, -0.08485], [-2.46188, -0.79245, -0.14466]],
  "total_energy_ev": -10421.70844,
  "total_charge": 0,
  "spin_multiplicity": 1,
  "e_homo_ev": -8.208
}